Entry 1:
Below is 2 unconnected molecules or ions with the total composition C18H18N3O6, with properties calculated with ωB97M-V with the def2-TZVPD basis set.

Properties
- F_max: 1.00 eV Å⁻¹
- Frontier orbital gap: 3.185 eV
- Electronic energy: -1312.2254 hartree
- Charge: -1
- Relative energy (zero: lowest compared OMol25 entry of this formula, charge and spin): 876.6 kJ/mol
- LUMO energy: -0.02 eV
- Multiplicity: 1
- HOMO level: -0.11792 Eh

```
45
C18H18N3O6, DFT ωB97M-V with the def2-TZVPD basis set
N 3.32752 -3.66985 2.76014
C 3.46683 -3.85941 1.62354
O 3.77971 -3.97075 0.39645
C 2.84319 -3.12754 -0.48591
C 3.24929 -1.69064 -0.26958
C 2.62657 -0.74794 -1.32351
C 1.75392 0.36992 -0.72295
N 0.31555 0.24248 -1.02428
C -0.54533 0.03203 0.16982
C -1.27208 -1.28537 0.04474
C -0.70597 -2.45265 0.55483
C -1.35186 -3.66604 0.39345
C -2.56703 -3.72356 -0.26725
C -3.14230 -2.57019 -0.77795
C -2.49001 -1.35444 -0.61795
O -3.07402 -0.21207 -1.17209
O 3.28230 -3.44989 -1.84808
N 3.45654 -4.78570 -2.08966
O 3.00493 -5.09169 -3.14488
H 4.35291 -1.60063 -0.23642
H 2.90231 -1.38775 0.72047
H 3.44507 -0.29277 -1.88436
H 2.07023 -1.35267 -2.04217
H 2.10226 1.31675 -1.15709
H 1.94790 0.44400 0.34929
H 0.21687 -0.58125 -1.60325
H -1.26227 0.85119 0.20148
H 0.03211 0.06809 1.09527
H 0.24801 -2.38419 1.06130
H -0.88498 -4.56518 0.77388
H -3.08004 -4.66422 -0.42789
H -4.08450 -2.59323 -1.31077
H -3.71943 0.10938 -0.53427
C -0.56879 4.24156 1.09611
C -0.33704 5.50882 0.76389
C -1.43556 6.50376 0.70800
O -1.22759 7.65985 0.40457
C -2.80482 6.03231 1.03708
C -3.03827 4.76587 1.36890
C -1.93748 3.77030 1.42687
O -2.14459 2.61693 1.73005
H 0.21625 3.49698 1.14021
H 0.65225 5.87337 0.51894
H -3.59049 6.77568 0.98947
H -4.02803 4.40033 1.61153
```

=====

Entry 2:
Below is a molecular structure, C18H19BN6NiO3, with properties calculated with ωB97M-V with the def2-TZVPD basis set.

Properties
- F_max: 0.49 eV Å⁻¹
- Frontier orbital gap (spin up / spin down): 8.438 / 8.191 eV
- Electronic energy: -2784.8750 hartree
- Relative energy (zero: lowest compared OMol25 entry of this formula, charge and spin): 0.0 kJ/mol
- LUMO energy (spin up / spin down): 0.64 / 0.39 eV
- Multiplicity: 3
- HOMO level (spin up / spin down): -0.28643 / -0.28653 Eh

```
48
C18H19BN6NiO3, DFT ωB97M-V with the def2-TZVPD basis set
Ni -0.06889 -0.87177 0.53029
C 0.48384 -4.41513 -1.76656
C 0.90841 -3.53923 -0.76272
N 0.13948 -2.45789 -0.74950
N -0.79143 -2.61465 -1.70319
C -0.60394 -3.78233 -2.33720
B -1.86222 -1.52861 -1.94502
N -2.69234 -1.39987 -0.64432
C -3.99876 -1.61356 -0.42583
C -4.25595 -1.39082 0.91368
C -3.01335 -1.04772 1.45518
N -2.09160 -1.04491 0.50068
N -1.13300 -0.18615 -2.16170
C -1.22068 0.68283 -3.18201
C -0.40931 1.76401 -2.90178
C 0.14571 1.46589 -1.65271
N -0.29804 0.29179 -1.22486
H 0.90248 -5.37037 -2.02998
H 1.72331 -3.64311 -0.06518
H -1.25035 -4.08275 -3.14480
H -2.55348 -1.81260 -2.87366
H -4.65607 -1.90247 -1.22874
H -5.19703 -1.47935 1.42742
H -2.75161 -0.79977 2.47079
H -1.84307 0.47833 -4.03709
H -0.24431 2.63706 -3.50827
H 0.83503 2.04071 -1.05595
C 0.29509 -4.60853 6.39045
O 1.08567 -3.45206 6.57780
C 1.16636 -2.57596 5.55969
C 1.94410 -1.42249 5.83435
C 2.07016 -0.46319 4.88143
C 1.45526 -0.57062 3.60721
C 1.57475 0.48151 2.64833
C 2.40938 1.69950 2.98717
O 1.02550 0.48879 1.52434
C 0.70035 -1.76104 3.30722
O 0.14993 -2.00522 2.18464
C 0.57201 -2.74020 4.33982
H 0.32436 -5.13975 7.33808
H 0.69781 -5.24799 5.60098
H -0.73960 -4.35206 6.14930
H 2.41954 -1.33754 6.80170
H 2.65959 0.41327 5.11234
H 3.44241 1.41145 3.18129
H 2.01591 2.19945 3.87191
H 2.38143 2.39059 2.14872
H -0.01379 -3.61482 4.08736
```

=====

Entry 3:
Below is a molecular structure, C18H19Br21FN2PS3, with properties calculated with ωB97M-V with the def2-TZVPD basis set.

Properties
- F_max: 6.50 eV Å⁻¹
- Frontier orbital gap: 6.464 eV
- Electronic energy: -56496.4382 hartree
- Relative energy (zero: lowest compared OMol25 entry of this formula, charge and spin): 649.7 kJ/mol
- LUMO energy: -2.01 eV
- Multiplicity: 1
- HOMO level: -0.31158 Eh

```
65
C18H19Br21FN2PS3, DFT ωB97M-V with the def2-TZVPD basis set
C 0.61942 -2.19152 -3.23192
C -0.51854 -1.33799 -2.97178
C -0.62228 -0.27713 -1.79761
C -0.46289 1.27709 -1.97816
C -0.18012 1.82310 -3.45014
C 0.99704 2.90975 -3.56331
C 1.78273 2.61488 -4.95219
F 0.33194 4.20231 -3.78242
C -0.63904 2.14756 -0.68171
S -0.52817 3.98647 -0.74685
C -0.95171 1.52687 0.72669
P -1.17042 2.66164 2.21487
S 0.46213 3.05625 3.19700
C -1.12583 -0.01155 0.95412
N -1.43013 -0.71110 2.20713
S -1.49816 -2.32123 1.60564
N -1.15572 -2.26973 -0.08038
C -0.94895 -0.85983 -0.35897
H 1.62136 -1.72701 -3.54002
H 0.51140 -3.33342 -3.15969
H -1.42044 -1.49128 -3.67868
H 0.10567 0.95947 -4.16598
H -1.17591 2.23660 -3.85485
H 1.68548 2.94769 -2.65499
H 2.80334 2.12549 -4.79715
H 2.00073 3.65853 -5.41917
H 1.12257 2.07468 -5.72420
H 0.82405 4.33558 -0.70055
H -2.14292 2.03553 3.08490
H -1.75662 3.93117 1.84774
C 4.27470 -2.94527 -0.86641
Br 2.82903 -2.22487 -1.95228
Br 3.89212 -4.75019 -0.26472
Br 5.98420 -2.83518 -1.77724
H 4.34783 -2.32213 0.02432
C -4.60756 0.41614 4.88166
Br -3.37516 -0.91195 5.57307
Br -4.44444 2.10790 5.81773
Br -4.42938 0.63556 2.96301
H -5.61409 0.04444 5.06782
C -7.83600 3.68959 7.05330
Br -7.23853 5.07962 8.26701
Br -8.80555 2.28955 7.98211
Br -8.85944 4.41539 5.57402
H -6.94385 3.23170 6.62936
C 5.27206 -0.88270 2.58385
Br 3.77484 -0.21730 1.54371
Br 4.97210 -2.69772 3.19954
Br 6.94910 -0.71515 1.62343
H 5.34768 -0.25405 3.46988
C 0.75825 -6.78613 -0.29626
Br -0.59470 -5.51196 0.26007
Br 1.71862 -7.52755 1.21750
Br 0.01734 -8.17423 -1.43083
H 1.48384 -6.23785 -0.89588
C 1.42885 5.50044 -8.51674
Br 0.77047 4.86398 -6.80609
Br 3.03013 6.57656 -8.31636
Br 1.68960 4.04632 -9.77419
H 0.65965 6.14849 -8.93420
C 1.26406 -5.52932 5.20581
Br 3.17205 -5.82991 5.03846
Br 0.54321 -4.67444 3.62214
Br 0.30760 -7.15729 5.64994
H 1.12139 -4.83935 6.03611
```

=====

Entry 4:
Below is a molecular structure, C18H19BrN5O3RuS, with properties calculated with ωB97M-V with the def2-TZVPD basis set.

Properties
- F_max: 3.83 eV Å⁻¹
- Frontier orbital gap (spin up / spin down): 7.730 / 7.740 eV
- Electronic energy: -4263.7342 hartree
- Charge: +1
- Relative energy (zero: lowest compared OMol25 entry of this formula, charge and spin): 120.0 kJ/mol
- LUMO energy (spin up / spin down): -3.19 / -3.19 eV
- Multiplicity: 1
- HOMO level (spin up / spin down): -0.40141 / -0.40180 Eh

```
48
C18H19BrN5O3RuS, DFT ωB97M-V with the def2-TZVPD basis set
Ru 1.72217 0.15687 -0.42615
C -1.32490 2.55040 1.65560
C -0.31727 1.97997 0.71834
N 0.48721 1.02070 0.99624
N 0.40460 0.47155 2.27283
C 1.49952 -0.08575 2.61888
N 1.58051 -0.85291 3.73022
S 2.99166 0.22591 1.71153
C -0.14999 2.49638 -0.65084
C -1.09413 3.27966 -1.28447
C -0.85831 3.67706 -2.59219
C 0.31757 3.28762 -3.20635
C 1.21106 2.49937 -2.49936
N 0.98559 2.10765 -1.24349
H -1.08585 2.28723 2.67986
H -2.31184 2.14067 1.42233
H -1.37310 3.63370 1.55502
H 0.74796 -0.92856 4.29384
H 2.46272 -0.96631 4.19734
H -2.00653 3.55390 -0.77398
H -1.58561 4.27854 -3.12010
H 0.54799 3.58273 -4.22006
H 2.14148 2.17450 -2.94274
N 2.45315 -2.95561 -1.42582
C 3.01219 -2.09172 -0.58641
O 3.54136 -1.03051 -0.99301
C 3.07230 -2.47378 0.87339
C 3.81114 -1.40685 1.66359
H 2.34505 -2.69904 -2.39408
H 1.98115 -3.77732 -1.08875
H 3.59651 -3.42867 0.96481
H 2.05591 -2.61946 1.24217
H 4.76491 -1.17145 1.19362
H 4.00708 -1.73103 2.68300
Br -5.26669 -0.39018 -2.87241
C -4.14353 -0.92460 -1.45707
C -4.70397 -1.41002 -0.28470
C -3.87262 -1.78923 0.76139
C -2.49538 -1.68788 0.63527
C -1.95098 -1.20651 -0.54855
C -2.77290 -0.81812 -1.60266
C -0.48171 -1.03245 -0.67519
O 0.04251 -0.39206 -1.63759
O 0.26834 -1.46688 0.24552
H -5.77855 -1.48876 -0.19204
H -4.30861 -2.16643 1.67686
H -1.83456 -1.97268 1.44235
H -2.33460 -0.43965 -2.51593
```

=====

Entry 5:
Below is a molecular structure, C18H19CeIN2, with properties calculated with ωB97M-V with the def2-TZVPD basis set.

Properties
- F_max: 4.84 eV Å⁻¹
- Frontier orbital gap (spin up / spin down): 4.961 / 4.808 eV
- Electronic energy: -1578.8738 hartree
- Charge: +2
- LUMO energy (spin up / spin down): -9.65 / -9.72 eV
- Multiplicity: 1
- HOMO level (spin up / spin down): -0.53692 / -0.53401 Eh

```
41
C18H19CeIN2, DFT ωB97M-V with the def2-TZVPD basis set
C 1.80497 -1.47805 2.67265
C -2.60034 -1.13741 1.20972
H 2.41435 -1.76004 1.76023
H 1.16348 -2.30704 3.05997
H 2.47953 -1.26616 3.50940
H -2.78436 -2.23583 1.06905
H -2.77051 -0.95041 2.31072
H -3.36893 -0.58376 0.65036
C 2.75882 0.28123 -0.11374
C 3.68967 0.87967 -0.97259
C 3.44758 0.92376 -2.34486
C 2.25026 0.36948 -2.78829
H 2.90511 0.26066 0.97192
H 4.58651 1.29898 -0.53012
H 4.14580 1.34352 -3.06827
H 2.00436 0.38668 -3.83744
N 1.58844 -0.25268 -0.53421
C 1.32379 -0.17391 -1.87312
C -0.01310 -0.55368 -2.34996
N -0.93136 -0.94703 -1.40127
C -2.19753 -1.07305 -1.82905
C -1.64205 -0.60554 -4.14113
C -2.58353 -0.92779 -3.15967
H -2.95771 -1.29776 -1.09555
H -3.62819 -1.11974 -3.34148
C -0.33486 -0.40908 -3.72195
H 0.45357 -0.15582 -4.45089
H -1.90757 -0.55037 -5.20119
Ce -0.26255 -1.03791 1.26724
I 1.02931 0.98475 3.03865
C -3.08236 3.74757 0.93466
C -2.43590 3.27989 -0.20488
C -1.65313 2.08445 -0.15076
C -1.63187 1.36721 1.01779
C -2.28934 1.80263 2.15628
C -3.00663 3.01675 2.12366
H -3.64883 4.67696 0.89689
H -2.48651 3.83740 -1.14640
H -1.08286 1.77649 -1.03525
H -2.25209 1.22295 3.07613
H -3.48104 3.38009 3.03903
```